1.
The following is a DFT calculation (ωB97M-V/def2-TZVPD) of a 12-piece molecular cluster, C29H64F21N5O26S7 overall.

Summary:
LUMO (spin up / spin down) = 1.548 / -3.540 eV
HOMO-LUMO gap (spin up / spin down) = 8.4 / 3.3 eV
HOMO energy (spin up / spin down) = -6.878 / -6.878 eV

Structure (ORCA input):
```
! RIJCOSX wB97M-V def2-TZVPD def2/J DEFGRID3
* xyz -1 2
C 1.73 2.65 -8.16
C 3.02 2.07 -7.49
C 2.98 2.03 -5.95
O 4.30 1.73 -5.51
C 4.40 1.34 -4.14
N 3.22 0.66 -8.00
H 2.53 0.02 -7.64
H 3.20 0.65 -9.01
H 4.05 0.20 -7.67
H 1.44 3.68 -7.95
H 0.83 2.12 -7.87
H 1.81 2.67 -9.25
H 3.88 2.69 -7.74
H 2.17 1.40 -5.59
H 2.72 3.00 -5.53
H 3.72 0.51 -3.95
H 4.13 2.15 -3.47
H 5.44 1.17 -3.86
C 1.73 1.27 -1.30
C 1.54 1.61 0.19
C 0.24 0.97 0.75
O 0.35 -0.42 0.86
C -0.75 -1.00 1.54
N 2.66 0.91 0.93
H 3.61 1.06 0.62
H 2.61 0.96 1.93
H 2.53 -0.09 0.89
H 1.59 0.21 -1.54
H 2.57 1.58 -1.93
H 0.94 1.72 -1.90
H 1.63 2.65 0.50
H -0.64 1.07 0.11
H -0.02 1.53 1.65
H -0.86 -2.08 1.43
H -1.66 -0.52 1.19
H -0.62 -0.77 2.60
C -0.50 -2.95 -1.65
C -1.86 -3.59 -2.09
C -2.10 -5.02 -1.55
O -3.40 -5.41 -1.88
C -4.09 -6.20 -0.90
N -3.03 -2.70 -1.66
H -3.26 -2.66 -0.68
H -2.96 -1.78 -2.08
H -3.94 -3.00 -1.96
H 0.24 -3.55 -2.18
H -0.22 -2.99 -0.59
H -0.24 -1.95 -2.00
H -1.98 -3.58 -3.17
H -1.95 -5.06 -0.47
H -1.29 -5.68 -1.86
H -5.10 -6.42 -1.25
H -4.24 -5.79 0.10
H -3.61 -7.17 -0.84
C -3.85 1.83 -0.95
N -4.16 2.75 0.27
C -5.45 2.31 1.00
C -3.02 2.56 1.32
C -4.15 4.26 -0.16
C -5.43 4.68 -0.87
O -5.54 4.08 -2.15
H -3.00 2.21 -1.51
H -4.62 1.80 -1.72
H -3.77 0.82 -0.56
H -5.75 2.85 1.90
H -5.38 1.28 1.32
H -6.26 2.44 0.28
H -3.10 3.33 2.08
H -2.06 2.70 0.81
H -3.02 1.61 1.85
H -3.23 4.38 -0.73
H -4.00 4.85 0.74
H -5.25 5.74 -1.03
H -6.28 4.59 -0.19
H -5.18 4.64 -2.85
C 1.59 -1.77 5.69
N 0.40 -2.53 6.23
C -0.94 -1.72 6.05
C 0.33 -3.91 5.50
C 0.74 -2.90 7.72
C 0.77 -1.70 8.73
O -0.52 -1.31 9.01
H 2.43 -2.46 5.62
H 1.80 -0.93 6.34
H 1.40 -1.43 4.67
H -1.09 -1.36 5.03
H -0.65 -0.86 6.64
H -1.84 -2.20 6.43
H 0.23 -3.82 4.42
H -0.62 -4.37 5.79
H 1.29 -4.35 5.76
H 1.69 -3.43 7.81
H -0.10 -3.58 7.87
H 1.41 -0.86 8.45
H 1.32 -2.06 9.60
H -0.60 -0.79 9.81
C 2.86 -3.91 2.66
F 1.57 -3.58 2.55
F 3.04 -4.12 3.95
F 3.14 -4.91 1.88
S 4.00 -2.34 2.24
O 5.41 -2.74 2.18
O 3.58 -1.87 0.94
O 3.73 -1.40 3.29
C -0.91 0.53 -5.19
F 0.12 0.54 -4.28
F -0.61 1.50 -6.07
F -0.99 -0.62 -5.88
S -2.66 0.93 -4.40
O -2.64 2.38 -4.12
O -3.56 0.53 -5.50
O -2.78 0.07 -3.22
C 1.71 -2.47 -4.45
F 0.40 -2.76 -4.42
F 1.92 -1.29 -3.79
F 2.37 -3.41 -3.75
S 2.44 -2.43 -6.22
O 2.41 -3.76 -6.76
O 1.57 -1.53 -7.00
O 3.80 -1.94 -5.96
C -4.58 -1.52 3.45
F -3.90 -0.39 3.36
F -4.60 -1.85 4.70
F -5.77 -1.29 2.97
S -3.70 -2.99 2.39
O -2.42 -3.16 3.18
O -4.54 -4.20 2.35
O -3.55 -2.34 1.04
C 7.12 1.21 1.54
F 7.56 2.36 2.06
F 8.20 0.44 1.33
F 6.29 0.68 2.45
S 6.22 1.57 -0.10
O 5.86 0.29 -0.73
O 5.04 2.36 0.30
O 7.18 2.30 -0.95
C -0.23 5.77 -0.40
F 0.12 6.93 -0.88
F 0.55 5.46 0.61
F -1.53 5.83 -0.02
S -0.09 4.44 -1.80
O 1.32 4.02 -1.79
O -0.94 3.38 -1.31
O -0.55 5.07 -3.06
C 0.26 3.49 4.32
F 1.13 4.26 4.90
F -0.93 3.64 4.89
F 0.35 3.72 3.00
S 0.97 1.72 4.56
O 2.07 1.51 3.60
O 1.32 1.71 5.98
O -0.20 0.88 4.33
*
```

=====

2.
The following is a DFT calculation (ωB97M-V/def2-TZVPD) of a 4-piece molecular cluster, C29H64N2O11 overall.

Summary:
SMILES string = [H]/N=C/C[C@H](N)[C@@H](CC(=O)O)O[C@H](COCCC)OC[C@@H](C)C(C)C.COCCOC.COCCOC.COCCOC
LUMO = 0.259 eV
HOMO-LUMO gap = 9.2 eV
HOMO energy = -8.986 eV

Structure (ORCA input):
```
! RIJCOSX wB97M-V def2-TZVPD def2/J DEFGRID3
* xyz 0 1
H -1.67 4.92 -4.61
N -2.22 4.06 -4.33
C -2.81 4.34 -3.09
C -3.76 3.23 -2.29
C -2.67 2.09 -1.74
N -3.25 0.69 -1.68
C -2.01 2.58 -0.28
C -3.13 2.61 0.94
C -3.52 1.13 1.52
O -4.59 0.42 1.07
O -2.76 0.52 2.62
O -0.82 1.77 0.05
C 0.33 2.13 -0.83
C 0.70 0.88 -1.88
O 2.01 0.29 -1.61
C 2.11 -0.97 -2.42
C 2.18 -2.20 -1.29
C 0.74 -2.48 -0.55
O 1.53 2.31 0.00
C 2.39 3.40 -0.46
C 3.92 2.96 -0.86
C 4.74 4.38 -1.19
C 4.77 2.22 0.33
C 4.24 0.71 0.70
C 6.32 2.02 -0.25
H -2.56 5.41 -2.66
H -4.38 3.72 -1.43
H -4.40 2.70 -3.12
H -1.83 2.06 -2.59
H -4.29 0.68 -1.75
H -2.88 0.13 -2.50
H -1.73 3.73 -0.47
H -2.62 3.21 1.84
H -4.10 3.21 0.67
H -3.42 0.53 3.41
H 0.05 3.04 -1.52
H -0.18 0.09 -1.96
H 0.77 1.36 -2.97
H 1.20 -1.09 -3.15
H 3.10 -0.95 -3.08
H 2.58 -3.18 -1.81
H 2.91 -1.78 -0.45
H 0.97 -2.68 0.60
H 0.27 -3.43 -1.08
H -0.02 -1.59 -0.58
H 1.98 4.04 -1.34
H 2.51 4.15 0.46
H 3.98 2.33 -1.88
H 3.93 5.25 -1.28
H 5.32 4.34 -2.21
H 5.44 4.67 -0.28
H 4.82 2.95 1.26
H 5.07 0.24 1.42
H 3.21 0.68 1.27
H 4.25 0.00 -0.26
H 6.80 1.08 0.25
H 6.96 3.00 -0.16
H 6.19 1.75 -1.40
C 2.33 -4.55 -4.48
O 2.43 -3.35 -5.24
C 3.35 -3.48 -6.33
C 2.60 -3.70 -7.65
O 1.93 -4.96 -7.66
C 0.54 -4.83 -7.39
H 1.44 -4.48 -3.84
H 2.23 -5.43 -5.12
H 3.21 -4.67 -3.84
H 4.07 -4.28 -6.14
H 3.90 -2.53 -6.39
H 3.34 -3.72 -8.47
H 1.90 -2.88 -7.85
H 0.03 -4.45 -8.28
H 0.34 -4.17 -6.55
H 0.14 -5.82 -7.16
C 3.43 -1.74 5.32
O 3.31 -0.72 4.34
C 1.95 -0.44 4.00
C 1.45 0.82 4.70
O 1.39 0.64 6.12
C 2.51 1.22 6.79
H 4.45 -1.72 5.72
H 2.73 -1.59 6.15
H 3.25 -2.72 4.87
H 1.31 -1.30 4.23
H 1.92 -0.28 2.92
H 0.43 1.03 4.37
H 2.08 1.69 4.45
H 2.38 2.30 6.84
H 3.45 0.98 6.30
H 2.54 0.83 7.81
C -9.07 -1.02 4.17
O -8.25 -1.75 3.26
C -7.04 -1.06 2.94
C -5.86 -1.63 3.74
O -6.00 -1.38 5.14
C -6.47 -2.52 5.84
H -9.83 -1.69 4.57
H -8.49 -0.62 5.01
H -9.56 -0.20 3.64
H -7.14 0.02 3.11
H -6.85 -1.22 1.88
H -4.94 -1.12 3.42
H -5.73 -2.70 3.54
H -5.66 -3.24 5.97
H -7.31 -3.01 5.33
H -6.81 -2.20 6.83
*
```